No. 1
Entry from OMol25: a cluster of 2 separate species, C5H10O2 in total at a distorted geometry (ωB97M-V with the def2-TZVPD basis set).

Bonds (Å) are listed after each position.
Atoms and positions in Å:
1 O 2.290 0.977 0.538  H8 0.979
2 C 1.400 -0.653 -0.069  C3 1.482, H9 1.085, H10 1.069
3 C 0.016 -0.842 0.428  C2 1.482, C4 1.541, C7 1.530, H11 1.095
4 C -0.237 0.653 0.702  C3 1.541, C5 1.499, H12 1.091, H13 1.226
5 C -1.374 1.003 -0.211  C4 1.499, O6 1.412, H14 1.091, H15 1.095
6 O -1.467 -0.009 -1.191  C5 1.412, C7 1.397
7 C -1.033 -1.209 -0.623  C3 1.530, O6 1.397, H16 1.094, H17 1.098
8 H 2.533 1.424 -0.299  O1 0.979
9 H 1.507 -0.436 -1.126  C2 1.085
10 H 2.189 -1.211 0.389  C2 1.069
11 H -0.053 -1.480 1.315  C3 1.095
12 H -0.427 0.863 1.756  C4 1.091
13 H 0.780 1.274 0.415  C4 1.226
14 H -1.215 1.938 -0.750  C5 1.091
15 H -2.287 1.109 0.385  C5 1.095
16 H -0.711 -1.829 -1.465  C7 1.094
17 H -1.869 -1.718 -0.123  C7 1.098

Values from the calculation:
multiplicity	1
molecular weight	102.13	g/mol
ΔE to the lowest compared entry with this formula, charge and spin	108.3	kcal/mol
lowest unoccupied orbital energy	0.59	eV
HOMO	-0.326	Ha
E_tot	-346.8529	Eh

Listed below, in e, are the Löwdin charges computed for each atom:
1. O -0.2337
2. C 0.0844
3. C -0.2834
4. C -0.1599
5. C -0.2138
6. O -0.1195
7. C -0.1796
8. H 0.0325
9. H 0.1165
10. H 0.0921
11. H 0.1457
12. H 0.1199
13. H 0.1051
14. H 0.1209
15. H 0.1163
16. H 0.1299
17. H 0.1267

---

No. 2
Entry from OMol25: a cluster of 13 separate species, C14H54N24O14 in total at a distorted geometry (ωB97M-V with the def2-TZVPD basis set).

Bonds (Å) are listed after each position.
Atoms and positions in Å:
1 C -3.023 2.739 -1.212  O2 1.248, N3 1.332, N4 1.344
2 O -3.074 1.492 -1.250  C1 1.248
3 N -3.775 3.591 -1.907  C1 1.332, H5 1.005, H6 1.004
4 N -2.040 3.385 -0.560  C1 1.344, H7 1.006, H8 1.012
5 H -4.526 3.311 -2.512  N3 1.005
6 H -3.554 4.566 -1.819  N3 1.004
7 H -1.854 4.295 -0.943  N4 1.006
8 H -1.310 2.800 -0.175  N4 1.012
9 C -4.383 0.935 2.449  O10 1.230, N11 1.344, N12 1.352
10 O -4.792 -0.176 2.111  C9 1.230
11 N -3.436 1.546 1.717  C9 1.344, H13 1.008, H14 1.005
12 N -4.865 1.633 3.502  C9 1.352, H15 1.004, H16 1.004
13 H -3.134 1.033 0.904  N11 1.008
14 H -3.237 2.530 1.764  N11 1.005
15 H -5.566 1.199 4.075  N12 1.004
16 H -4.661 2.616 3.540  N12 1.004
17 C 2.885 -1.555 -4.261  O18 1.211, N19 1.383, N20 1.343
18 O 3.666 -1.122 -5.079  C17 1.211
19 N 2.316 -0.763 -3.280  C17 1.383, H21 1.008, H22 1.009
20 N 2.418 -2.806 -4.120  C17 1.343, H23 1.005, H24 1.005
21 H 1.832 -1.261 -2.549  N19 1.008
22 H 2.147 0.213 -3.473  N19 1.009
23 H 1.875 -3.021 -3.302  N20 1.005
24 H 2.555 -3.455 -4.876  N20 1.005
25 C -0.259 0.284 -0.058  O26 1.234, N27 1.356, N28 1.331
26 O -0.643 1.238 0.624  C25 1.234
27 N 0.865 -0.422 0.217  C25 1.356, H29 1.010, H30 1.008
28 N -0.872 -0.163 -1.151  C25 1.331, H31 1.009, H32 1.007
29 H 1.155 -1.186 -0.376  N27 1.010
30 H 1.464 -0.049 0.937  N27 1.008
31 H -1.589 0.410 -1.571  N28 1.009
32 H -0.577 -1.053 -1.518  N28 1.007
33 C -5.009 -1.201 -2.338  O34 1.236, N35 1.345, N36 1.345
34 O -5.273 -2.269 -2.902  C33 1.236
35 N -4.143 -1.036 -1.322  C33 1.345, H37 1.019, H38 1.023
36 N -5.636 -0.066 -2.696  C33 1.345, H39 1.003, H40 1.006
37 H -3.962 -0.038 -1.220  N35 1.019
38 H -3.524 -1.764 -0.958  N35 1.023
39 H -5.415 0.859 -2.378  N36 1.003
40 H -6.239 -0.180 -3.493  N36 1.006
41 C -1.724 -2.750 -4.286  O42 1.228, N43 1.337, N44 1.357
42 O -0.575 -2.564 -4.679  C41 1.228
43 N -2.019 -3.443 -3.182  C41 1.337, H45 1.008, H46 1.005
44 N -2.896 -2.257 -4.762  C41 1.357, H47 1.011, H48 1.007
45 H -1.238 -3.628 -2.574  N43 1.008
46 H -2.956 -3.597 -2.852  N43 1.005
47 H -3.761 -2.405 -4.259  N44 1.011
48 H -3.026 -1.965 -5.717  N44 1.007
49 C 2.065 -3.828 -0.718  O50 1.242, N51 1.366, N52 1.311
50 O 1.493 -2.851 -1.228  C49 1.242
51 N 2.331 -3.843 0.622  C49 1.366, H53 1.010, H54 1.005
52 N 2.452 -4.883 -1.394  C49 1.311, H55 1.009, H56 1.003
53 H 2.069 -3.033 1.167  N51 1.010
54 H 2.919 -4.602 0.917  N51 1.005
55 H 2.148 -4.786 -2.352  N52 1.009
56 H 3.045 -5.561 -0.954  N52 1.003
57 C 3.902 -0.811 2.878  O58 1.236, N59 1.350, N60 1.345
58 O 2.756 -1.010 2.461  C57 1.236
59 N 4.237 -0.005 3.909  C57 1.350, H61 1.004, H62 1.003
60 N 4.980 -1.410 2.344  C57 1.345, H63 1.007, H64 1.005
61 H 3.498 0.242 4.543  N59 1.004
62 H 5.224 0.170 3.957  N59 1.003
63 H 4.827 -2.207 1.749  N60 1.007
64 H 5.881 -1.412 2.790  N60 1.005
65 C -1.666 -2.699 0.950  O66 1.237, N67 1.329, N68 1.346
66 O -1.969 -3.015 -0.207  C65 1.237
67 N -0.629 -3.254 1.568  C65 1.329, H69 1.008, H70 1.004
68 N -2.265 -1.800 1.754  C65 1.346, H71 1.008, H72 1.004
69 H -0.104 -3.834 0.932  N67 1.008
70 H -0.657 -3.444 2.553  N67 1.004
71 H -2.985 -1.164 1.449  N68 1.008
72 H -1.819 -1.759 2.652  N68 1.004
73 C 5.536 -0.194 -0.633  O74 1.221, N75 1.351, N76 1.362
74 O 6.299 0.702 -0.310  C73 1.221
75 N 4.241 0.084 -0.898  C73 1.351, H77 1.006, H78 1.006
76 N 5.803 -1.504 -0.897  C73 1.362, H79 1.005, H80 1.003
77 H 3.978 1.056 -0.906  N75 1.006
78 H 3.709 -0.621 -1.381  N75 1.006
79 H 6.754 -1.816 -0.805  N76 1.005
80 H 5.059 -2.128 -1.143  N76 1.003
81 C 1.794 3.077 -1.982  O82 1.251, N83 1.349, N84 1.336
82 O 2.353 2.360 -2.841  C81 1.251
83 N 1.463 2.729 -0.721  C81 1.349, H85 1.004, H86 1.007
84 N 1.705 4.397 -2.173  C81 1.336, H87 1.005, H88 1.019
85 H 1.374 3.539 -0.135  N83 1.004
86 H 1.082 1.806 -0.589  N83 1.007
87 H 2.179 4.851 -2.934  N84 1.005
88 H 1.563 4.957 -1.333  N84 1.019
89 C 0.654 5.553 1.478  O90 1.216, N91 1.370, N92 1.369
90 O 0.869 5.736 0.295  C89 1.216
91 N 0.341 4.331 2.014  C89 1.370, H93 1.005, H94 1.002
92 N 0.696 6.531 2.435  C89 1.369, H95 1.003, H96 1.003
93 H 0.294 4.300 3.017  N91 1.005
94 H 0.026 3.585 1.424  N91 1.002
95 H 0.594 6.177 3.369  N92 1.003
96 H 0.895 7.489 2.215  N92 1.003
97 C -0.275 -0.673 4.856  C98 1.524, O100 1.400, H101 1.095, H102 1.097
98 C -1.325 0.428 4.756  C97 1.524, O99 1.399, H103 1.091, H104 1.095
99 O -0.876 1.538 4.032  C98 1.399, H105 0.965
100 O 0.206 -1.026 3.589  C97 1.400, H106 0.968
101 H -0.586 -1.565 5.409  C97 1.095
102 H 0.580 -0.255 5.400  C97 1.097
103 H -1.576 0.631 5.798  C98 1.091
104 H -2.226 0.013 4.293  C98 1.095
105 H -0.699 1.334 3.106  O99 0.965
106 H 1.170 -1.103 3.623  O100 0.968

Values from the calculation:
multiplicity	1
molecular weight	782.74	g/mol
ΔE to the lowest compared entry with this formula, charge and spin	12.5	kcal/mol
lowest unoccupied orbital energy	-0.15	eV
HOMO	-0.312	Ha
E_tot	-2933.8370	Eh

Atomic partial charges in e from the Löwdin method, atoms 1 to 99:
1. C -0.6256
2. O -0.0444
3. N 0.1843
4. N 0.1810
5. H 0.1144
6. H 0.1078
7. H 0.1071
8. H 0.0494
9. C -0.6980
10. O 0.0076
11. N 0.1795
12. N 0.1618
13. H 0.0646
14. H 0.0967
15. H 0.1077
16. H 0.0966
17. C -0.6828
18. O 0.0391
19. N 0.1505
20. N 0.1517
21. H 0.0349
22. H 0.0754
23. H 0.0362
24. H 0.1106
25. C -0.6881
26. O -0.0435
27. N 0.2033
28. N 0.2256
29. H 0.0470
30. H 0.0842
31. H 0.0806
32. H 0.0993
33. C -0.6903
34. O -0.0229
35. N 0.1919
36. N 0.1568
37. H 0.0413
38. H 0.0785
39. H 0.0769
40. H 0.1058
41. C -0.6992
42. O 0.0074
43. N 0.1565
44. N 0.1561
45. H 0.0803
46. H 0.0898
47. H 0.0508
48. H 0.1001
49. C -0.6659
50. O -0.0302
51. N 0.1738
52. N 0.2016
53. H 0.0824
54. H 0.1015
55. H 0.1163
56. H 0.1182
57. C -0.6442
58. O -0.0053
59. N 0.1747
60. N 0.1739
61. H 0.1120
62. H 0.1070
63. H 0.0945
64. H 0.1095
65. C -0.6819
66. O -0.0034
67. N 0.1571
68. N 0.2150
69. H 0.0825
70. H 0.1060
71. H 0.0663
72. H 0.0751
73. C -0.7135
74. O 0.0131
75. N 0.1716
76. N 0.1478
77. H 0.0975
78. H 0.0560
79. H 0.1015
80. H 0.0851
81. C -0.6608
82. O -0.0041
83. N 0.1836
84. N 0.1560
85. H 0.0564
86. H 0.0603
87. H 0.1112
88. H 0.0527
89. C -0.6478
90. O 0.0151
91. N 0.1764
92. N 0.1596
93. H 0.0962
94. H 0.0644
95. H 0.0924
96. H 0.1104
97. C -0.2540
98. C -0.2563
99. O -0.0655

---

No. 3
Entry from OMol25: a cluster of 2 separate species, H5NO2P2 in total at a distorted geometry (ωB97M-V with the def2-TZVPD basis set).

Bonds (Å) are listed after each position.
Atoms and positions in Å:
1 N 1.279 1.754 0.012  H6 1.062, H7 1.090
2 O -0.314 -0.328 -1.885  P5 1.651, H8 0.990
3 O 0.142 -1.233 0.376  P4 1.671, P5 1.592
4 P -1.031 -0.448 1.271  O3 1.671, H9 1.390, H10 1.455
5 P 0.947 -0.788 -0.924  O2 1.651, O3 1.592
6 H 0.383 1.467 0.505  N1 1.062
7 H 1.954 1.505 0.831  N1 1.090
8 H 0.075 0.318 -2.526  O2 0.990
9 H -1.446 -1.473 2.113  P4 1.390
10 H -1.990 -0.774 0.226  P4 1.455

Values from the calculation:
multiplicity	1
molecular weight	112.99	g/mol
ΔE to the lowest compared entry with this formula, charge and spin	78.9	kcal/mol
lowest unoccupied orbital energy (alpha / beta)	-0.43 / -0.44	eV
HOMO (alpha / beta)	-0.302 / -0.292	Ha
E_tot	-890.8642	Eh

Listed below, in e, are the Löwdin charges computed for each atom:
1. N -0.1701
2. O -0.3699
3. O -0.8303
4. P 0.8216
5. P 0.8858
6. H -0.1697
7. H -0.0493
8. H 0.0619
9. H -0.1154
10. H -0.0648